No. 1
DFT (the ωB97M-V functional and the def2-TZVPD basis) results for a 11-piece molecular cluster, C6H30O11 overall.

Geometry as ORCA input:
```
! wB97M-V def2-TZVPD RIJCOSX def2/J DEFGRID3
* xyz 0 1
C 2.1950 -0.7011 2.4724
C 0.8872 -0.0646 2.0898
C -0.0005 -0.7897 1.4054
C -1.2574 -0.3908 0.7865
C -2.2812 0.3384 1.2420
O -3.3564 0.7785 0.5260
C 0.9750 1.4528 2.1590
H 2.0870 -1.7793 2.6185
H 2.9265 -0.4913 1.6785
H 2.6345 -0.4403 3.4325
H 0.3434 -1.8067 1.2721
H -1.2801 -0.5987 -0.2872
H -2.1471 1.0830 2.0224
H -3.7126 0.1384 -0.1032
H 1.7346 1.7295 2.8912
H 0.0433 1.9928 2.2965
H 1.3136 1.6752 1.1525
H -1.1335 4.5576 -1.7944
H -1.0676 3.1352 -2.1309
O -1.4708 3.7115 -1.4626
H -2.1676 -0.0913 -2.3403
H -2.9966 -1.0373 -3.3448
O -2.8454 -0.7638 -2.4379
H -0.2102 0.6147 -1.1046
H 0.5872 1.8971 -0.8471
O 0.3657 1.2578 -1.5365
H 2.6682 0.5933 -2.3886
H 3.6398 0.2675 -3.3647
O 3.0109 -0.2136 -2.8080
H 1.1143 -3.8754 1.2379
H -0.4065 -3.5716 1.0068
O 0.2851 -4.2258 0.9136
H 0.8032 -2.3912 -3.6502
H 2.2677 -2.3829 -3.1754
O 1.5132 -2.9576 -3.3430
H -2.3793 -2.0811 3.2307
H -1.4236 -2.9930 2.5382
O -1.7614 -2.7977 3.4140
H -1.6422 -3.8105 -1.8095
H -2.4236 -2.6590 -2.6083
O -1.9859 -3.5157 -2.6512
H 1.7703 3.5875 0.3065
H 3.3396 3.4609 0.4210
O 2.5773 3.2666 -0.1269
H -0.7851 3.8837 0.1241
H -0.2174 3.0476 1.2179
O -0.1306 3.9604 0.8593
*
```

**DFT total energy**: -29229.024 eV
**SMILES**: CC(C)=C/C=C/O.O.O.O.O.O.O.O.O.O.O
**Maximum force**: 2.15 eV Å⁻¹
**Relative energy (zero: lowest compared OMol25 entry of this formula, charge and spin)**: 3.429 eV
**LUMO level**: -0.101 eV
**Kohn-Sham gap**: 8.95 eV
**HOMO level**: -9.0 eV

These are the Löwdin partial charges, in e, on atoms 1 to 2: -0.06 -0.29

***

No. 2
DFT (the ωB97M-V functional and the def2-TZVPD basis) results for a 2-piece molecular cluster, C6H12IN2O2 overall.

Geometry as ORCA input:
```
! wB97M-V def2-TZVPD RIJCOSX def2/J DEFGRID3
* xyz 1 1
C -1.4008 0.5193 -0.8708
C -0.1873 1.4364 -0.4977
C -0.6501 -0.7695 1.0475
C 0.7715 -0.2651 0.9794
C -2.5783 -1.5458 -0.3709
C 2.3591 1.2049 -0.3240
N -1.4096 -0.6477 -0.1452
N 0.9915 0.5006 -0.3039
O -2.1286 0.9404 -1.6962
O 1.4702 0.1025 1.9985
I 2.2188 -2.6806 -0.7293
H 0.0174 2.2588 -1.2717
H -0.4224 1.9332 0.3891
H -0.4414 -1.7506 1.4835
H -1.2419 -0.3240 1.8848
H -3.2238 -1.4369 0.5134
H -3.1896 -1.0736 -1.1835
H -2.3105 -2.5024 -0.5609
H 2.2147 2.2026 0.1771
H 3.1641 0.6137 0.2070
H 2.7263 1.1398 -1.4127
H 0.9876 -0.2881 -0.9830
H 2.2632 0.4320 1.6695
*
```

**DFT total energy**: -21582.572 eV
**Maximum force**: 4.69 eV Å⁻¹
**Relative energy (zero: lowest compared OMol25 entry of this formula, charge and spin)**: 1.969 eV
**LUMO level (spin up / spin down)**: -4.802 / -6.499 eV
**Kohn-Sham gap (spin up / spin down)**: 8.40 / 6.01 eV
**HOMO level (spin up / spin down)**: -13.2 / -12.5 eV

These are the Löwdin partial charges, in e, on atoms 1 to 2: -0.45 0.03

***

No. 3
DFT (the ωB97M-V functional and the def2-TZVPD basis) results for an isolated ion of composition C5H9N2 and charge +1.

Geometry as ORCA input:
```
! wB97M-V def2-TZVPD RIJCOSX def2/J DEFGRID3
* xyz 1 3
C -0.6209 -0.8735 -0.4302
C 0.9935 -1.1841 -0.2479
C 0.8668 1.3003 0.3797
C -0.6451 1.4408 0.6737
C 0.7820 -0.1134 0.8870
N -0.6506 -0.0781 0.5989
N -1.4559 -1.2188 -1.3797
H 1.2168 -2.1911 -0.0916
H 1.7327 -0.7684 -1.0403
H 1.0364 1.3811 -0.6263
H 1.4337 2.1063 0.9311
H -0.8689 1.5757 1.6886
H -1.2209 1.7819 -0.1734
H 1.0715 -0.1516 1.8912
H -1.2796 -2.0517 -1.9259
H -2.3914 -0.9555 -1.1349
*
```

**DFT total energy**: -8297.635 eV
**Maximum force**: 8.24 eV Å⁻¹
**Relative energy (zero: lowest compared OMol25 entry of this formula, charge and spin)**: 2.520 eV
**LUMO level (spin up / spin down)**: -2.808 / -7.917 eV
**Kohn-Sham gap (spin up / spin down)**: 7.70 / 8.16 eV
**HOMO level (spin up / spin down)**: -10.5 / -16.1 eV
**Expectation value of S²**: 2.005

These are the Löwdin partial charges, in e, on atoms 1 to 2: -0.32 0.06

***

relative energy (zero: lowest compared OMol25 entry of this formula, charge and spin) of number 2 (C6H12IN2O2)?
1.969 eV

***

maximum force of number 1 (C6H30O11)?
2.15 eV Å⁻¹

***

Which value of maximum force does entry 2 give?
4.69 eV Å⁻¹

***

What is the maximum force in the third record?
8.24 eV Å⁻¹